Computed, not measured: a structure of composition C48H76CaN5O5PSSi5Te in a non-equilibrium geometry, with ωB97M-V with the def2-TZVPD basis set.

Spin multiplicity: 1
HOMO level (Ha): -0.05136
Total charge: -2
Energy above the lowest of the compared OMol25 structures with the same formula, charge and spin (kJ/mol): 0.00
LUMO level (Eh): 0.1439
Gap between HOMO and LUMO (eV): 5.313

Last column: Mulliken charge in e.
Atoms and positions in Å:
Ca 0.7089 0.7225 1.2809  1.946
O -2.1491 0.8558 3.0945  -0.652
S -0.8249 1.4856 3.1479  0.860
O -0.7117 2.3959 4.2700  -0.909
O 0.1927 0.4025 3.2199  -0.667
O -0.5755 2.2378 1.8636  -0.873
N -2.2651 3.3369 -0.6512  -0.330
P -2.1873 1.5740 -0.0884  2.433
C -3.1380 0.9727 -1.5812  -0.031
C -4.2427 1.6383 -2.1113  -0.849
C -4.7580 1.2883 -3.3500  -0.824
C -4.1616 0.2841 -4.1011  -0.857
C -3.0631 -0.3903 -3.5878  -0.438
C -2.5719 -0.0544 -2.3345  0.356
C -3.6814 1.8657 0.9782  0.735
C -4.7796 1.0125 0.9347  -0.997
C -5.9179 1.2744 1.6835  -0.562
C -5.9641 2.3793 2.5191  -0.679
C -4.8554 3.2085 2.6128  -0.742
C -3.7336 2.9634 1.8382  -0.546
C -1.0681 3.9010 -0.9904  0.308
C -0.8431 5.2927 -0.8990  -1.064
C 0.3779 5.8049 -1.2689  -0.428
C 1.3766 4.9395 -1.7108  -0.938
C 1.0703 3.5957 -1.7736  0.335
N -0.1137 3.0732 -1.4629  0.130
H -2.8996 3.9727 -0.1926  0.340
H -4.7099 2.4326 -1.5431  0.387
H -5.6262 1.8069 -3.7419  0.386
H -4.5562 0.0215 -5.0759  0.365
H -2.6017 -1.1848 -4.1632  0.456
H -1.7435 -0.6085 -1.9053  -0.612
H -4.7342 0.1206 0.3235  0.447
H -6.7691 0.6064 1.6147  0.428
H -6.8489 2.5824 3.1120  0.329
H -4.8579 4.0427 3.3047  0.407
H -2.8562 3.5871 1.9553  0.311
H -1.6349 5.9339 -0.5295  0.396
H 0.5660 6.8701 -1.2045  0.389
H 2.3558 5.3028 -1.9930  0.368
H 1.8133 2.8759 -2.0967  -0.253
C 3.3378 -3.6523 0.4389  -1.058
C 2.5806 -2.6813 1.2062  0.552
N 1.9778 -1.9192 1.8148  -0.370
H 3.1835 -4.6444 0.8609  0.340
H 4.3962 -3.3976 0.4666  0.393
H 2.9841 -3.6395 -0.5914  0.154
C 1.5623 0.6891 -4.0025  -1.372
C 2.2416 -0.5839 -3.4805  2.200
C 1.5652 -1.8075 -4.1055  -1.624
C 3.7178 -0.5610 -3.8696  -1.863
N 2.2008 -0.7375 -2.0176  -0.016
N 0.9262 -0.6639 -1.4035  0.875
H 1.5627 0.6940 -5.0946  0.559
H 2.0955 1.5762 -3.6570  0.251
H 0.5258 0.7581 -3.6663  0.029
H 1.6944 -1.8019 -5.1896  0.521
H 0.4943 -1.8127 -3.8932  0.075
H 2.0015 -2.7228 -3.7018  0.267
H 3.8228 -0.5125 -4.9549  0.428
H 4.2175 -1.4609 -3.5063  0.358
H 4.2173 0.3072 -3.4324  0.257
H 2.7698 -0.0277 -1.5598  -0.316
H 0.3681 -1.4651 -1.6623  -0.484
H 0.4209 0.1950 -1.6287  -0.272
C -1.7529 -6.7405 -0.4424  -1.213
Si -0.9313 -5.0559 -0.0286  0.550
C 0.2276 -4.7431 -1.5274  -0.460
C 0.2653 -5.4703 1.4096  -1.093
Si -2.3031 -3.1765 0.4458  0.520
Te -1.6838 -0.8680 1.3442  -0.228
Si -4.0798 -3.6568 -1.0741  0.432
C -3.4229 -3.8906 -2.8682  -0.623
C -5.3489 -2.2343 -1.1962  -0.487
C -5.2273 -5.1829 -0.8592  -1.219
Si -3.3317 -3.9918 2.4509  0.438
C -4.7127 -2.7679 2.9272  -0.733
C -4.1226 -5.7345 2.6888  -1.146
C -2.0699 -3.9006 3.8758  -0.962
H -1.0401 -7.5645 -0.5175  0.389
H -2.2955 -6.6732 -1.3891  0.278
H -2.4842 -6.9930 0.3304  0.246
H 0.9716 -5.5291 -1.6826  0.516
H 0.7574 -3.7949 -1.3902  -0.543
H -0.3582 -4.6569 -2.4469  0.369
H 1.1535 -6.0278 1.1001  0.377
H -0.2431 -6.0594 2.1767  0.356
H 0.5918 -4.5390 1.8811  0.280
H -2.4780 -3.3525 -2.9852  -0.358
H -4.1186 -3.5123 -3.6204  0.454
H -3.2259 -4.9439 -3.0855  0.420
H -4.8472 -1.3012 -1.4616  -0.098
H -5.8321 -2.0794 -0.2267  0.143
H -6.1334 -2.4128 -1.9359  0.430
H -4.6424 -6.1036 -0.7876  0.316
H -5.9251 -5.2855 -1.6926  0.377
H -5.8094 -5.0942 0.0614  0.256
H -5.5215 -2.7614 2.1900  0.184
H -4.2715 -1.7675 2.9410  0.007
H -5.1492 -2.9629 3.9096  0.458
H -4.8812 -5.9386 1.9289  0.272
H -4.5928 -5.8255 3.6699  0.351
H -3.3620 -6.5163 2.6054  0.253
H -1.5503 -2.9413 3.8041  0.110
H -1.3183 -4.6911 3.8091  0.222
H -2.5389 -3.9603 4.8610  0.376
C 5.1657 0.3478 2.5775  -1.712
C 4.4257 1.6778 2.7693  2.753
C 3.2367 1.4320 3.7014  -2.132
C 5.3486 2.6911 3.4547  -1.994
Si 3.7261 2.2561 1.0676  -1.344
O 2.6760 1.2733 0.4279  0.697
C 3.2192 4.0741 1.3864  0.638
C 4.1417 5.1190 1.2845  -0.416
C 3.7890 6.4312 1.5633  -0.716
C 2.4892 6.7334 1.9490  -0.709
C 1.5554 5.7142 2.0542  -0.578
C 1.9197 4.4037 1.7777  -0.331
C 5.1571 2.5154 -0.1976  0.269
C 4.7709 2.7635 -1.5179  -0.021
C 5.6855 3.0653 -2.5152  -0.678
C 7.0401 3.1306 -2.2166  -0.653
C 7.4564 2.8776 -0.9177  -0.844
C 6.5254 2.5721 0.0681  -0.235
H 5.4878 -0.0669 3.5406  0.479
H 6.0485 0.4713 1.9437  0.280
H 4.5093 -0.3790 2.0924  0.115
H 3.5814 1.0915 4.6849  0.559
H 2.5773 0.6613 3.3083  0.311
H 2.6453 2.3394 3.8544  0.321
H 5.6524 2.3155 4.4398  0.559
H 4.8442 3.6484 3.6005  0.321
H 6.2567 2.8828 2.8795  0.240
H 5.1593 4.9008 0.9759  0.423
H 4.5287 7.2210 1.4843  0.401
H 2.2092 7.7580 2.1682  0.313
H 0.5379 5.9373 2.3523  0.467
H 1.1677 3.6305 1.8710  0.675
H 3.7137 2.7224 -1.7541  0.397
H 5.3453 3.2607 -3.5264  0.426
H 7.7620 3.3718 -2.9883  0.346
H 8.5120 2.9268 -0.6728  0.399
H 6.8899 2.3790 1.0691  0.015